# C27H33N2O8

2 unconnected molecules or ions with the total composition C27H33N2O8 at a distorted geometry (wB97M-V/def2-TZVPD, OMol25).

Structure (XYZ):
```
70
Properties=species:S:1:pos:R:3:forces:R:3:nbo_charge:R:1
C 5.717 0.033 3.737 -0.081 0.229 0.073 -0.60
C 4.320 0.641 3.722 -0.254 -0.123 -0.041 -0.41
C 3.418 -0.018 2.682 -0.335 0.107 -0.152 -0.40
C 1.962 0.503 2.717 0.244 -0.047 -0.757 -0.40
C 1.358 0.562 4.039 -0.947 0.229 3.285 -0.50
C 0.588 1.643 4.623 1.842 -3.246 -0.550 0.74
O -0.050 1.558 5.665 -0.512 0.801 0.370 -0.72
O 0.632 2.774 3.884 -0.845 2.067 -0.037 -0.55
C 0.021 3.880 4.575 0.175 -0.454 -0.202 -0.08
C -0.301 4.947 3.569 -0.085 0.206 -0.262 -0.62
C 1.636 -0.504 5.010 -0.205 2.435 -0.798 0.78
O 1.905 -0.374 6.195 -0.259 -0.537 0.141 -0.68
O 1.670 -1.723 4.418 0.075 -1.494 0.330 -0.55
C 1.747 -2.768 5.393 0.101 0.209 -0.170 -0.07
C 1.855 -4.086 4.679 0.098 -0.199 -0.095 -0.62
H 6.366 0.609 4.398 0.145 -0.123 0.088 0.19
H 5.684 -1.005 4.087 0.048 0.095 -0.055 0.20
H 6.162 0.051 2.740 0.042 -0.070 -0.045 0.18
H 3.852 0.541 4.712 0.186 0.073 -0.230 0.23
H 4.367 1.719 3.516 0.049 -0.112 0.026 0.18
H 3.810 0.158 1.670 0.116 -0.056 0.089 0.18
H 3.395 -1.106 2.827 0.153 0.168 0.063 0.19
H 1.915 1.502 2.272 0.125 -0.452 0.343 0.23
H 1.355 -0.166 2.089 0.216 0.062 -0.445 0.17
H -0.890 3.539 5.081 0.281 0.043 -0.011 0.20
H 0.730 4.233 5.338 -0.223 0.008 -0.086 0.16
H -0.698 5.827 4.079 0.000 0.088 0.011 0.19
H 0.588 5.240 3.005 -0.082 -0.100 0.034 0.19
H -1.066 4.595 2.867 0.170 0.019 0.019 0.20
H 2.612 -2.591 6.040 -0.195 -0.095 0.005 0.19
H 0.843 -2.720 6.013 0.172 -0.048 0.012 0.17
H 1.765 -4.889 5.410 -0.004 -0.146 0.018 0.19
H 1.066 -4.207 3.933 0.053 0.033 0.023 0.21
H 2.828 -4.186 4.192 -0.095 0.011 -0.092 0.20
C 4.499 0.389 -6.915 -0.281 -0.049 0.314 -0.22
C 4.933 -0.337 -5.799 -0.199 0.046 0.115 -0.20
C 4.044 -0.646 -4.762 -0.044 0.029 -0.374 -0.20
C 2.704 -0.242 -4.833 0.255 0.207 -0.386 -0.04
C 1.735 -0.608 -3.741 0.107 0.096 0.482 -0.09
O 2.175 0.042 -2.506 -0.382 -0.290 -0.126 -0.50
C 1.236 0.288 -1.583 0.244 1.545 -1.034 0.85
N 1.881 0.820 -0.383 -3.185 -1.020 1.202 -0.11
N 1.340 1.754 0.257 3.127 0.840 -0.940 -0.10
C 1.123 2.961 -0.555 -1.896 0.102 -1.405 0.83
O 1.009 2.956 -1.765 0.385 0.178 1.005 -0.61
O 1.099 4.031 0.247 -0.026 -0.382 -0.558 -0.46
C 0.909 5.330 -0.427 -0.020 -0.440 0.015 -0.10
C 2.085 6.223 -0.157 0.364 0.280 0.028 -0.07
C 2.254 6.796 1.112 0.194 -0.017 -0.222 -0.20
C 3.388 7.564 1.390 -0.152 -0.037 -0.193 -0.15
C 4.330 7.815 0.385 -0.286 -0.245 -0.088 -0.23
C 4.143 7.278 -0.895 -0.159 0.028 0.133 -0.22
C 3.024 6.486 -1.165 -0.128 -0.070 0.358 -0.19
O 0.052 0.051 -1.633 1.409 -0.118 0.176 -0.57
C 2.276 0.494 -5.947 0.205 -0.273 0.138 -0.20
C 3.165 0.807 -6.982 0.105 -0.123 0.129 -0.21
H 5.194 0.624 -7.725 -0.250 -0.070 0.291 0.21
H 5.972 -0.668 -5.733 -0.322 0.101 -0.026 0.21
H 4.379 -1.233 -3.904 -0.039 0.218 -0.215 0.22
H 0.717 -0.277 -3.970 0.195 -0.141 0.047 0.21
H 1.751 -1.691 -3.550 -0.147 0.273 -0.079 0.20
H 0.780 5.114 -1.491 0.011 0.235 0.194 0.22
H -0.008 5.760 -0.011 0.130 -0.258 -0.003 0.21
H 1.488 6.631 1.873 0.377 0.028 -0.202 0.22
H 3.524 7.968 2.395 -0.013 -0.060 -0.340 0.21
H 5.201 8.434 0.600 -0.192 -0.198 -0.067 0.21
H 4.867 7.474 -1.687 -0.183 -0.029 0.246 0.21
H 2.847 6.055 -2.154 0.226 0.145 0.276 0.22
H 1.225 0.786 -6.002 0.311 0.051 -0.044 0.21
H 2.814 1.376 -7.845 0.091 -0.167 0.250 0.21
```
Positions in Å, forces in eV/Å.

## Properties
- Orbital gap: 3.13 eV
- LUMO level: 0.8 eV
- Total charge: -1

# C27H34Cl18O21

A molecular structure, C27H34Cl18O21 at a distorted geometry (wB97M-V/def2-TZVPD, OMol25).

Structure (XYZ):
```
100
Properties=species:S:1:pos:R:3:forces:R:3:lowdin_charge:R:1
C -1.503 -0.830 -7.044 0.292 0.574 -0.908 -1.50
Cl -1.860 -2.450 -6.492 -0.246 -0.153 -0.373 0.57
Cl -1.237 -0.703 -8.848 -0.173 -0.363 1.036 0.49
Cl -0.066 -0.230 -6.205 -0.031 0.135 -0.241 0.50
H -2.359 -0.181 -6.861 0.280 -0.150 0.265 0.00
C 0.134 0.738 -0.688 -1.309 0.532 -0.611 -1.40
Cl -1.503 0.245 -0.047 0.695 0.111 -0.690 0.59
Cl 0.720 1.996 0.334 0.950 -0.214 1.086 0.58
Cl 0.028 1.554 -2.276 -0.061 -0.334 -0.259 0.51
H 0.727 -0.157 -0.875 0.034 0.212 0.641 0.02
C -2.944 1.240 -3.362 0.027 -0.024 0.289 -1.54
Cl -2.132 -0.319 -3.656 -1.122 0.093 0.325 0.52
Cl -4.711 1.204 -3.220 0.077 -0.447 -0.401 0.57
Cl -2.449 2.334 -4.649 -0.032 0.278 0.058 0.54
H -2.648 1.623 -2.385 0.469 -0.115 -0.394 -0.05
C 3.971 2.453 -4.091 -0.238 -0.041 -0.946 -1.49
Cl 3.188 0.916 -4.437 -0.446 -0.629 -0.016 0.53
Cl 2.925 3.470 -3.129 0.268 0.048 0.142 0.56
Cl 4.258 3.251 -5.694 0.344 -0.251 0.925 0.50
H 4.876 2.137 -3.573 0.034 0.816 -0.114 0.02
C -2.034 4.494 2.701 -0.389 0.149 -0.380 -1.49
Cl -1.911 4.045 1.010 0.940 -0.156 -0.578 0.51
Cl -2.103 3.007 3.673 0.063 0.713 0.043 0.59
Cl -3.494 5.469 2.746 -0.759 0.219 0.836 0.55
H -1.254 5.203 2.980 0.384 -0.772 0.099 0.01
C -0.403 6.361 -2.674 -0.352 -0.732 0.327 -1.53
Cl -1.530 6.962 -3.901 0.405 -0.053 0.104 0.53
Cl -0.994 6.826 -1.048 0.567 -0.014 -0.640 0.52
Cl 1.285 6.751 -3.005 -0.102 0.569 0.116 0.54
H -0.378 5.272 -2.712 -0.517 0.218 0.048 0.00
C -5.140 1.096 0.341 1.081 0.792 1.153 -0.06
C -4.988 2.301 1.328 -0.552 0.316 -1.827 -0.17
O -5.117 1.681 2.553 0.453 -1.002 2.125 0.03
C -4.691 0.375 2.483 -0.297 -0.801 3.094 -0.53
O -4.432 -0.345 3.459 -0.562 2.423 -3.146 0.12
O -4.701 0.000 1.219 0.070 -0.193 -1.577 0.04
H -4.433 1.199 -0.482 -0.211 -0.371 0.058 0.06
H -6.158 0.926 -0.011 0.115 -0.152 0.166 0.13
H -5.730 3.089 1.202 -0.514 -0.390 0.104 0.13
H -4.064 2.873 1.246 0.343 -0.699 -0.044 0.03
C 1.036 -5.897 3.565 0.788 -1.240 2.111 -0.12
C 2.337 -5.384 4.109 1.148 0.171 0.571 -0.11
O 2.726 -4.545 3.021 1.940 0.080 0.574 0.07
C 1.656 -4.123 2.374 1.827 2.493 -1.283 -0.58
O 1.747 -3.172 1.595 -1.314 -2.067 1.224 0.11
O 0.637 -4.849 2.755 -2.611 0.699 -1.530 0.08
H 0.355 -6.048 4.402 -0.407 -0.067 -0.486 0.15
H 1.246 -6.820 3.024 -0.538 0.053 -0.359 0.14
H 3.127 -6.102 4.331 -0.164 -0.336 -0.637 0.13
H 2.307 -4.806 5.033 -0.654 0.427 -0.170 0.13
C 1.403 -2.495 -3.507 -0.667 -0.263 0.134 -0.11
C 0.485 -3.640 -3.931 2.781 -0.693 -1.103 -0.14
O -0.048 -4.028 -2.695 -1.786 0.415 -0.133 0.08
C -0.311 -2.880 -2.045 -0.483 -0.004 4.616 -0.50
O -0.995 -2.821 -1.000 2.283 0.321 -4.255 0.08
O 0.538 -1.898 -2.528 -1.584 0.321 0.567 -0.03
H 1.649 -1.828 -4.334 -0.146 0.224 0.319 0.09
H 2.273 -2.757 -2.905 0.304 -0.504 -0.575 0.12
H 1.039 -4.497 -4.316 0.038 0.019 -0.008 0.14
H -0.176 -3.318 -4.735 -0.625 0.050 0.613 0.06
C 3.041 5.619 -0.038 1.992 -1.389 -0.191 -0.15
C 3.991 4.887 0.931 1.064 1.526 -1.511 -0.17
O 3.144 4.494 1.900 -2.713 -1.845 3.330 0.06
C 2.116 5.350 2.011 -2.153 0.873 1.760 -0.48
O 1.366 5.526 2.992 2.550 -0.923 -3.467 0.10
O 2.003 6.042 0.826 0.096 0.305 0.673 0.04
H 2.680 4.934 -0.805 -0.325 0.124 0.110 0.07
H 3.730 6.329 -0.495 -1.089 0.994 -0.108 0.13
H 4.606 5.607 1.471 0.781 0.317 -0.690 0.14
H 4.599 4.092 0.500 -0.401 -0.113 0.120 0.13
C -2.443 -4.351 2.211 0.152 2.337 -0.223 -0.16
C -3.448 -3.279 1.898 1.860 1.930 -1.689 -0.15
O -4.520 -3.476 2.787 0.139 -0.098 -0.943 0.10
C -4.555 -4.810 2.929 -2.616 -0.744 3.728 -0.49
O -5.508 -5.358 3.525 3.587 0.963 -2.681 0.10
O -3.346 -5.316 2.583 -1.471 -3.573 0.827 0.07
H -1.792 -3.995 3.008 -0.039 -0.607 0.392 0.12
H -1.828 -4.580 1.340 -0.248 -0.465 0.066 0.14
H -3.708 -3.405 0.846 -0.773 0.026 -0.021 0.14
H -2.958 -2.307 1.949 -0.680 0.242 0.480 0.11
C 4.893 -1.118 -1.735 0.934 -0.193 0.139 -0.08
C 4.530 -1.547 -0.307 -1.296 -0.634 -0.322 -0.10
O 4.245 -0.334 0.352 0.466 1.026 -0.005 0.08
C 4.399 0.680 -0.521 -2.430 2.973 1.999 -0.58
O 3.941 1.800 -0.318 1.417 -1.853 -0.250 0.07
O 4.970 0.319 -1.635 0.803 -0.923 -1.288 0.05
H 4.196 -1.335 -2.544 -0.123 -0.197 0.297 0.10
H 5.873 -1.539 -1.959 -0.008 0.343 -0.414 0.13
H 5.301 -2.121 0.207 -0.018 0.204 -0.040 0.14
H 3.568 -2.057 -0.260 0.282 -0.674 -0.095 0.12
C 0.369 -0.096 3.619 0.965 2.488 -2.486 -0.15
C -0.892 -0.791 3.195 -0.160 1.178 -0.889 -0.17
O -0.867 -1.885 4.019 -0.898 -2.289 1.215 0.08
C 0.176 -1.883 4.818 1.053 -3.518 4.971 -0.51
O 0.389 -2.780 5.694 -0.537 3.222 -3.696 0.07
O 0.917 -0.774 4.691 -0.311 -1.467 0.707 0.11
H 0.213 0.951 3.878 0.057 -0.055 0.048 0.12
H 1.054 -0.150 2.773 0.397 0.292 0.118 0.12
H -0.870 -1.179 2.176 -0.016 0.433 -0.054 0.09
H -1.746 -0.135 3.366 -0.395 -0.482 -0.002 0.11
```
Positions in Å, forces in eV/Å.

## Properties
- Orbital gap: 10.12 eV
- LUMO level: -0.1 eV

# C27H34F7NO25PS

8 unconnected molecules or ions with the total composition C27H34F7NO25PS at a distorted geometry (wB97M-V/def2-TZVPD, OMol25).

Structure (XYZ):
```
96
Properties=species:S:1:pos:R:3:forces:R:3:lowdin_charge:R:1
C 5.182 -3.012 0.517 -0.213 -0.313 -0.079 -0.06
C 5.163 -2.616 -0.940 -0.208 -0.313 0.043 -0.22
O 6.170 -1.672 -1.330 0.240 0.218 0.582 -0.01
C 6.387 -0.594 -0.524 1.896 0.453 0.372 -0.46
O 7.547 -0.286 -0.250 -1.868 -0.556 -0.622 0.07
C 5.224 0.248 -0.052 -0.219 -0.194 -0.869 -0.09
C 3.923 0.200 -0.881 0.214 0.241 0.608 -0.19
C 2.726 -0.110 0.003 -1.000 0.093 -0.502 -0.34
N 1.451 0.217 -0.653 0.358 -0.101 0.305 -0.23
P 0.735 -0.998 -1.354 -0.298 1.185 -0.560 0.01
O 0.035 -2.020 -0.292 0.078 -0.667 0.111 -0.25
O 1.842 -2.005 -1.971 -0.056 -0.603 0.399 -0.24
S -0.603 -0.466 -2.697 -0.170 -0.106 -0.109 0.16
H 4.948 -2.203 1.194 0.105 0.275 0.173 0.06
H 6.103 -3.507 0.796 0.379 0.124 0.114 0.08
H 4.393 -3.747 0.645 -0.222 -0.145 0.030 0.08
H 5.379 -3.504 -1.517 0.156 -0.113 -0.314 0.12
H 4.167 -2.302 -1.225 -0.118 0.279 -0.083 0.08
H 5.600 1.261 -0.060 0.265 0.232 0.153 0.12
H 5.025 0.016 0.988 0.002 -0.187 0.301 0.11
H 3.730 1.178 -1.294 0.222 -0.135 -0.137 0.08
H 3.979 -0.488 -1.709 -0.018 -0.144 -0.240 0.09
H 2.797 0.499 0.903 0.153 0.066 0.332 0.09
H 2.745 -1.162 0.312 0.294 -0.140 0.307 0.09
H -0.165 -1.577 0.534 0.167 0.272 0.160 0.03
H 1.836 -2.854 -1.482 -0.065 0.269 -0.498 0.02
C -1.459 -5.714 -1.717 -0.248 0.107 0.033 -0.03
C -0.684 -6.992 -1.509 0.070 -0.085 -0.335 -0.31
O 0.645 -6.594 -1.803 -0.081 -0.002 0.351 0.14
C 0.731 -5.263 -1.516 -0.097 0.184 -0.099 -0.52
O 1.753 -4.670 -1.411 0.314 -0.283 0.087 0.17
O -0.487 -4.728 -1.364 -0.135 -0.164 -0.015 0.08
F -1.049 -7.969 -2.385 0.118 0.032 -0.001 0.06
H -1.747 -5.582 -2.761 0.075 -0.110 -0.049 0.15
H -2.339 -5.640 -1.085 0.151 0.124 0.106 0.12
H -0.731 -7.388 -0.495 -0.063 -0.137 -0.045 0.16
C 0.487 3.323 -1.937 -0.085 -0.487 -0.062 -0.04
C 1.585 3.260 -0.907 -0.082 0.005 -0.018 -0.30
O 1.721 4.644 -0.533 -0.221 0.037 0.250 0.12
C 0.523 5.235 -0.739 0.181 -0.252 -0.227 -0.58
O 0.220 6.307 -0.309 -0.063 0.394 0.234 0.13
O -0.280 4.464 -1.483 0.124 -0.059 0.000 0.07
F 2.760 2.839 -1.415 -0.062 0.692 -0.108 0.06
H 0.878 3.526 -2.933 0.088 0.038 0.016 0.15
H -0.115 2.420 -1.966 -0.078 0.029 0.087 0.08
H 1.342 2.669 -0.024 0.080 -0.118 -0.106 0.15
C -3.669 -3.657 2.205 -0.201 0.107 0.082 -0.05
C -2.744 -4.852 2.217 0.120 0.123 -0.251 -0.31
O -1.489 -4.268 1.944 -0.093 -0.087 0.365 0.13
C -1.526 -2.978 2.396 -0.109 -0.056 -0.310 -0.54
O -0.580 -2.290 2.537 0.163 0.180 0.161 0.19
O -2.806 -2.610 2.657 -0.053 -0.202 -0.016 0.08
F -3.045 -5.746 1.238 0.040 0.019 0.045 0.06
H -4.018 -3.433 1.196 0.080 -0.104 -0.068 0.15
H -4.524 -3.767 2.868 0.087 0.129 0.120 0.14
H -2.697 -5.379 3.172 -0.049 -0.138 -0.066 0.17
C -3.866 2.646 -1.438 0.102 -0.144 0.274 -0.05
C -4.750 2.307 -2.619 0.045 0.230 -0.104 -0.31
O -3.950 2.672 -3.722 -0.101 -0.248 0.283 0.13
C -2.643 2.565 -3.320 0.296 -0.165 0.146 -0.57
O -1.720 2.560 -4.048 0.195 0.302 -0.422 0.17
O -2.561 2.442 -1.975 -0.536 0.179 -0.082 0.03
F -5.900 3.040 -2.631 0.073 -0.021 -0.029 0.05
H -3.978 3.688 -1.131 -0.124 0.030 -0.118 0.14
H -4.036 1.997 -0.583 0.183 -0.087 -0.031 0.14
H -5.005 1.249 -2.696 -0.154 0.024 0.013 0.17
C -1.411 -11.806 0.157 0.236 0.000 0.038 -0.05
C -2.433 -12.157 -0.901 -0.210 -0.015 0.179 -0.31
O -3.329 -11.062 -0.833 0.243 0.008 -0.188 0.14
C -2.621 -9.981 -0.394 0.098 -0.169 0.038 -0.55
O -2.983 -8.862 -0.465 -0.244 0.317 0.123 0.18
O -1.431 -10.376 0.121 -0.037 -0.166 -0.020 0.07
F -3.100 -13.302 -0.606 -0.011 0.086 -0.007 0.07
H -1.723 -12.152 1.142 -0.119 -0.063 -0.045 0.14
H -0.416 -12.184 -0.062 0.055 0.188 -0.051 0.14
H -2.032 -12.231 -1.912 -0.046 -0.114 -0.019 0.17
C 0.501 7.522 2.976 -0.322 -0.276 -0.258 -0.04
C 1.901 7.979 2.653 -0.064 0.242 0.105 -0.30
O 2.473 8.135 3.944 0.068 -0.294 -0.130 0.13
C 1.830 7.270 4.782 -0.164 0.112 -0.143 -0.56
O 2.217 6.965 5.857 0.091 -0.005 0.278 0.17
O 0.698 6.807 4.206 0.094 0.135 -0.123 0.08
F 1.915 9.177 2.013 0.031 -0.024 0.092 0.07
H -0.175 8.359 3.147 0.176 0.143 0.079 0.12
H 0.081 6.877 2.208 0.098 -0.192 0.114 0.12
H 2.490 7.264 2.078 0.014 0.087 -0.103 0.17
C -3.591 10.365 0.807 -0.158 -0.161 -0.072 -0.05
C -2.186 10.829 0.493 -0.011 0.215 0.089 -0.31
O -1.634 11.011 1.786 0.025 -0.263 -0.140 0.13
C -2.279 10.157 2.630 -0.080 0.087 -0.145 -0.55
O -1.896 9.861 3.708 0.020 0.015 0.270 0.18
O -3.406 9.680 2.051 0.014 0.103 -0.136 0.07
F -2.177 12.013 -0.169 0.013 -0.024 0.087 0.07
H -4.265 11.210 0.952 0.098 0.099 -0.026 0.14
H -4.003 9.697 0.055 0.038 -0.161 0.129 0.14
H -1.581 10.107 -0.058 0.032 0.080 -0.081 0.18
```
Positions in Å, forces in eV/Å.

## Properties
- Orbital gap: 5.68 eV
- LUMO level: 1.5 eV
- Total charge: -1

| no. | highest occupied orbital energy (eV) |
| --- | --- |
| 1 | -2.287 |
| 2 | -10.173 |
| 3 | -4.165 |